Formula: C9H14F5IrNOS
Source: OMol25
Level of theory: ωB97M-V/def2-TZVPD

Its net charge is +1. As for the HOMO energy (alpha / beta): -12.06 / -12.00 eV. For the relative energy (zero: lowest compared OMol25 entry of this formula, charge and spin), the calculation gives 81.69 kcal/mol.

Last column: Mulliken charge in e.
Geometry (Å):
Ir -0.499 0.647 0.331  1.71
C -2.268 1.077 1.588  -0.67
C -2.858 1.147 0.291  -0.47
C -3.141 -0.178 -0.134  -0.56
C -2.717 -1.063 0.869  -0.37
C -2.158 -0.309 1.925  -0.54
H -2.170 1.902 2.281  0.58
H -3.203 2.046 -0.187  0.58
H -3.633 -0.451 -1.051  0.48
H -2.812 -2.131 0.849  0.52
H -1.823 -0.696 2.873  0.46
C 2.314 -2.014 -1.828  -0.95
S 0.908 -2.565 -0.805  0.32
C 1.913 -3.354 0.489  -1.00
O 0.443 -1.311 -0.104  -0.93
H 2.870 -2.888 -2.143  0.43
H 2.943 -1.353 -1.241  0.31
H 1.945 -1.490 -2.703  0.31
H 2.413 -4.220 0.071  0.43
H 1.255 -3.662 1.296  0.33
H 2.632 -2.629 0.857  0.34
N -0.576 1.232 -1.982  -0.77
H -1.245 1.965 -2.191  0.28
H -0.811 0.424 -2.550  0.27
H 0.335 1.571 -2.278  0.29
F 2.320 1.636 -0.494  -0.24
C 1.489 1.662 0.598  0.18
F 2.231 1.167 1.629  -0.24
C 1.115 3.124 0.882  0.62
F 2.105 3.988 1.011  -0.23
F 0.355 3.176 1.987  -0.22
F 0.329 3.550 -0.136  -0.23

=====

Formula: C9H14F7N2O11PS
Source: OMol25
Level of theory: ωB97M-V/def2-TZVPD

As for the HOMO energy: -11.08 eV.

Last column: Mulliken charge in e.
Geometry (Å):
O 0.645 -3.869 1.987  -0.20
N 0.377 -4.016 0.875  0.18
O 1.176 -3.148 0.048  -0.28
C 0.308 -2.314 -0.675  -0.59
N -0.355 -1.343 0.228  0.62
P -2.068 -1.377 0.088  0.62
O -2.508 -2.745 0.335  -0.70
O -2.761 -0.436 1.135  -0.47
O -2.480 -1.014 -1.401  -0.44
S 0.292 0.188 0.103  1.05
O -0.516 1.143 0.740  -0.63
O 0.598 0.557 -1.222  -0.52
F 1.583 0.086 0.952  -0.18
H 0.889 -1.844 -1.464  0.42
H -0.473 -2.906 -1.158  0.39
H -3.329 -1.019 1.666  0.37
H -3.040 -1.754 -1.689  0.34
C 2.098 -0.003 4.324  -1.16
C 1.727 -1.428 4.679  -0.13
O 1.170 -1.507 6.004  -0.33
C -0.113 -1.187 6.113  0.34
O -0.828 -0.845 5.218  -0.51
C -0.573 -1.363 7.567  0.90
F 0.308 -0.838 8.433  -0.25
F -0.709 -2.666 7.867  -0.25
F -1.750 -0.772 7.781  -0.24
H 2.767 0.417 5.076  0.35
H 2.590 0.031 3.354  0.34
H 1.215 0.635 4.286  0.32
H 2.619 -2.052 4.688  0.38
H 1.039 -1.858 3.951  0.24
C 1.071 3.231 -3.968  -1.02
C 0.004 3.901 -4.806  -0.24
O -0.005 3.379 -6.149  -0.31
C -0.644 2.229 -6.324  0.37
O -1.200 1.601 -5.474  -0.51
C -0.605 1.831 -7.806  0.89
F 0.622 1.986 -8.330  -0.25
F -1.450 2.592 -8.524  -0.25
F -0.959 0.557 -7.979  -0.24
H 2.045 3.316 -4.450  0.32
H 1.123 3.686 -2.980  0.37
H 0.864 2.168 -3.845  0.24
H 0.216 4.964 -4.898  0.30
H -0.982 3.804 -4.354  0.33

=====

Formula: C9H14FN3S
Source: OMol25
Level of theory: ωB97M-V/def2-TZVPD

Its net charge is +2. As for the HOMO energy (alpha / beta): -14.69 / -14.66 eV. For the relative energy (zero: lowest compared OMol25 entry of this formula, charge and spin), the calculation gives 96.00 kcal/mol.

Last column: Mulliken charge in e.
Geometry (Å):
C 0.549 1.137 -1.688  -0.73
C -0.738 1.188 -1.123  -0.53
C 1.525 0.241 -1.263  -0.62
C -0.207 -0.625 0.254  -0.64
C -1.167 0.235 -0.255  0.80
C 1.098 -0.623 -0.189  0.51
C 3.172 -1.736 -0.149  -0.07
C -2.576 1.207 1.614  -1.41
C -2.465 0.274 0.489  -0.08
N 4.113 -2.605 0.089  -0.30
N 2.012 -1.509 0.404  -0.05
N -3.673 0.433 -0.528  -0.28
F 3.804 1.095 1.133  -0.08
S 4.963 1.620 0.160  0.50
H 0.781 1.716 -2.625  0.35
H -1.368 2.025 -1.413  0.33
H 2.531 0.079 -1.715  0.51
H -0.559 -1.345 1.021  0.25
H -1.796 0.997 2.354  0.37
H -2.622 2.295 1.456  0.37
H -3.569 1.117 2.018  0.45
H -2.514 -0.729 0.948  0.37
H 3.921 -3.417 0.632  0.25
H 4.805 -2.714 -0.668  0.30
H 1.784 -1.938 1.301  0.28
H -3.812 1.502 -0.731  0.42
H -4.498 0.089 -0.076  0.37
H -3.496 -0.008 -1.451  0.36

=====

Formula: C9H14FNO
Source: OMol25
Level of theory: ωB97M-V/def2-TZVPD

As for the HOMO energy: -8.57 eV. For the relative energy (zero: lowest compared OMol25 entry of this formula, charge and spin), the calculation gives 91.40 kcal/mol.

Last column: Mulliken charge in e.
Geometry (Å):
C 1.974 -2.567 0.099  -0.81
C -3.458 -1.016 0.442  -1.05
C 0.119 -0.876 -0.085  -0.13
C -1.048 -1.306 0.448  -0.33
C 1.452 -1.368 -0.071  -0.09
C -2.266 -0.514 0.161  0.83
C 2.305 2.279 0.078  -1.21
C -3.201 1.365 -0.934  -0.94
C 2.586 0.819 0.558  -0.24
N 2.407 -0.163 -0.516  -0.01
O -1.974 0.704 -0.505  -0.31
F 3.744 -0.706 -0.543  -0.29
H 2.989 -2.913 -0.119  0.30
H 1.305 -3.459 0.234  0.25
H -4.365 -0.454 0.262  0.28
H -3.491 -1.954 0.976  0.27
H -0.013 -0.086 -0.782  0.55
H -1.111 -2.065 1.277  0.26
H 1.267 2.524 -0.306  0.23
H 2.453 2.955 0.940  0.35
H 3.011 2.607 -0.623  0.39
H -3.894 1.518 -0.141  0.37
H -3.573 0.784 -1.760  0.41
H -2.763 2.405 -1.239  0.20
H 3.669 0.902 0.872  0.36
H 1.876 0.584 1.275  0.35

=====

Formula: C9H14LaN2P
Source: OMol25
Level of theory: ωB97M-V/def2-TZVPD

As for the HOMO energy (alpha / beta): -3.42 / -3.47 eV. For the relative energy (zero: lowest compared OMol25 entry of this formula, charge and spin), the calculation gives 14.00 kcal/mol.

Last column: Mulliken charge in e.
Geometry (Å):
C 2.398 0.795 -2.833  -0.57
C 1.765 -0.437 -3.138  -0.61
C 0.387 -0.170 -3.343  -0.70
C 0.178 1.227 -3.214  -0.74
C 1.421 1.825 -2.901  -0.46
La 0.676 0.234 -0.805  0.51
P 2.488 1.148 0.987  -0.20
H 3.443 0.940 -2.651  0.52
H 2.238 -1.402 -3.089  0.48
H -0.382 -0.909 -3.359  0.55
H 1.614 2.872 -2.756  0.44
H -0.767 1.732 -3.193  0.47
H 2.679 2.583 1.193  0.04
H 3.822 0.559 1.037  0.04
H 1.890 0.716 2.265  0.06
C -2.904 -2.298 2.668  -0.85
N -2.074 -1.221 2.152  0.15
C -1.992 0.072 2.689  -0.44
C -1.145 0.775 1.923  -0.62
N -0.705 -0.071 0.906  -0.18
C -1.284 -1.289 1.090  -0.02
H -2.608 -2.511 3.702  0.33
H -3.953 -1.976 2.648  0.32
H -2.763 -3.181 2.037  0.28
H -2.535 0.379 3.557  0.43
H -0.750 1.779 1.961  0.47
H -1.133 -2.169 0.467  0.33

=====

Formula: C9H14N2O
Source: OMol25
Level of theory: ωB97M-V/def2-TZVPD

As for the HOMO energy: -7.52 eV. For the relative energy (zero: lowest compared OMol25 entry of this formula, charge and spin), the calculation gives 82.06 kcal/mol.

Last column: Mulliken charge in e.
Geometry (Å):
C -1.746 -0.714 -0.403  0.01
C -2.515 -0.341 0.869  -0.19
C -2.976 1.072 0.589  -0.52
C -2.541 1.423 -0.622  -0.46
C 2.470 2.459 -0.006  -0.79
C 2.302 1.234 -0.502  -0.07
C 2.478 -0.037 0.277  -0.78
C 1.214 -0.867 0.271  0.58
C 1.248 -2.324 0.185  -0.65
H -1.207 -2.481 -0.018  0.18
H -3.351 -1.032 1.036  0.31
H -1.864 -0.407 1.754  0.25
H -3.563 1.685 1.269  0.40
H -2.684 2.361 -1.153  0.38
H -1.392 0.420 -2.141  0.26
H 2.766 2.612 1.023  0.26
H 2.328 3.342 -0.617  0.26
H 2.002 1.103 -1.541  0.28
H 3.283 -0.640 -0.169  0.32
H 2.766 0.200 1.308  0.30
H 0.362 -0.391 0.750  0.20
H 0.441 -2.910 0.603  0.20
H 2.217 -2.840 0.128  0.27
N -1.148 -1.787 -0.732  -0.69
N -1.818 0.390 -1.217  0.01
O 0.930 -1.530 -0.943  -0.32

=====

Formula: C9H14N2O2
Source: OMol25
Level of theory: ωB97M-V/def2-TZVPD

As for the HOMO energy: -8.33 eV. For the relative energy (zero: lowest compared OMol25 entry of this formula, charge and spin), the calculation gives 62.52 kcal/mol.

Last column: Mulliken charge in e.
Geometry (Å):
C -1.036 3.639 -1.395  -0.78
C -0.618 3.144 -2.529  -0.24
C -0.538 2.717 -0.460  0.58
C -0.116 -2.922 0.543  -0.55
C 1.123 -2.630 1.242  -0.66
C -1.078 -1.876 0.865  -0.93
C 1.707 -1.260 0.696  -1.03
C -0.613 -0.447 0.452  -0.60
C 0.734 -0.176 0.948  0.88
N 0.305 2.171 -2.392  -0.32
N 0.315 1.907 -1.097  -0.09
O -0.611 2.807 0.859  -0.56
O 0.912 0.820 1.652  -0.71
H -1.832 4.371 -1.440  0.32
H -0.778 3.569 -3.480  0.44
H -0.040 -3.241 -0.418  0.43
H -0.480 -3.780 1.113  0.24
H 0.906 -2.563 2.286  0.37
H 1.994 -3.293 1.133  0.32
H -2.047 -2.041 0.352  0.33
H -1.367 -1.781 1.883  0.44
H 2.601 -0.906 1.095  0.48
H 1.964 -1.553 -0.374  0.29
H -0.521 -0.462 -0.628  0.27
H -1.260 0.354 0.789  0.42
H 0.588 1.432 -3.016  0.22
H -0.214 2.000 1.320  0.42

=====

Formula: C9H14N2O4
Source: OMol25
Level of theory: ωB97M-V/def2-TZVPD

As for the HOMO energy: -6.72 eV. For the relative energy (zero: lowest compared OMol25 entry of this formula, charge and spin), the calculation gives 102.43 kcal/mol.

Last column: Mulliken charge in e.
Geometry (Å):
C 0.500 -1.851 -2.675  -1.02
C 0.457 -2.755 -1.613  -0.55
C 0.502 -0.610 -2.087  0.14
C 0.384 -2.051 -0.476  0.72
C 1.836 2.724 -0.179  0.99
C -1.965 -0.357 0.874  -1.51
C -1.309 1.974 1.345  -1.33
C -1.162 0.817 0.370  0.94
C 0.334 0.581 0.063  -1.09
N 0.418 -0.708 -0.730  0.28
N 1.101 0.174 1.401  -0.23
O 2.075 2.611 0.950  -0.55
O 1.609 2.980 -1.250  -0.42
O 0.538 0.521 -2.741  -0.51
O 0.224 -2.513 0.810  -0.52
H 0.652 -2.040 -3.671  0.57
H 0.407 -3.889 -1.695  0.24
H -2.808 -0.593 0.278  0.28
H -2.420 -0.074 1.809  0.51
H -1.277 -1.153 1.242  0.25
H -0.642 1.821 2.285  0.22
H -0.870 2.952 0.892  0.22
H -2.306 2.094 1.724  0.49
H -1.516 1.215 -0.654  0.28
H 1.723 0.984 1.735  0.38
H 0.517 0.071 2.215  0.33
H 1.676 -0.676 1.234  0.32
H 1.035 1.164 -2.217  0.29
H 0.287 -3.412 0.764  0.29

=====

Formula: C9H14N2S
Source: OMol25
Level of theory: ωB97M-V/def2-TZVPD

As for the HOMO energy: -8.56 eV. For the relative energy (zero: lowest compared OMol25 entry of this formula, charge and spin), the calculation gives 143.94 kcal/mol.

Last column: Mulliken charge in e.
Geometry (Å):
C 0.258 1.238 -1.172  -0.85
C 0.660 -1.186 -1.014  -0.54
C -0.615 1.149 -0.132  -0.43
C -0.288 -1.275 -0.025  -0.29
C 0.894 0.094 -1.629  0.80
C -0.883 -0.079 0.460  0.09
C -1.978 -1.573 2.584  -0.88
C 3.312 0.218 -2.081  -1.06
C 1.944 0.141 -2.688  -0.81
N -3.630 0.335 1.393  -0.79
N -1.538 1.325 2.737  -0.53
S -2.230 -0.115 1.973  0.85
H 0.284 2.100 -1.703  0.46
H 1.066 -2.118 -1.354  0.39
H -1.018 2.024 0.396  0.36
H -0.377 -2.109 0.730  0.29
H -2.839 -2.102 3.155  0.25
H -0.968 -1.639 3.108  0.30
H 3.591 1.028 -1.319  0.27
H 3.986 0.365 -2.811  0.46
H 3.590 -0.786 -1.535  0.23
H 1.860 -0.593 -3.434  0.42
H 1.906 1.092 -3.253  0.30
H -4.030 -0.529 1.253  0.24
H -0.795 0.939 3.257  0.25
H -2.160 2.053 3.103  0.22

=====

| no. | energy (hartree) | molar mass (g/mol) |
| --- | --- | --- |
| 1 | -1482.83259 | 471.491 |
| 2 | -2727.12265 | 522.241 |
| 3 | -1012.86527 | 215.297 |
| 4 | -580.99754 | 171.215 |
| 5 | -833.58885 | 320.105 |
| 6 | -535.95298 | 166.224 |
| 7 | -611.26499 | 182.223 |
| 8 | -761.70427 | 214.221 |
| 9 | -858.82504 | 182.292 |